No. 1
Entry from the OMol25 dataset: one molecule with the formula C16H13N3O2S (ωB97M-V with the def2-TZVPD basis set).

Computed properties:
Kohn-Sham gap: 6.895 eV
structure (SMILES): C=CCN1C(=O)/C(=C\c2cc3ccccc3[nH]2)C(=O)NC1=S
2S+1: 1
energy relative to the best compared isomer or geometry (same formula, charge and spin): 68.7 kJ/mol

Atoms and positions in Å:
C1 -0.986 -1.673 -3.716
C2 0.047 -2.439 -3.426
C3 0.500 -2.827 -2.050
N1 -0.368 -2.324 -0.998
C4 -0.040 -1.094 -0.437
O1 0.981 -0.541 -0.824
C5 -0.939 -0.567 0.579
C6 -0.808 0.623 1.264
C7 0.131 1.667 1.251
C8 0.063 2.807 2.062
C9 1.175 3.603 1.757
C10 1.649 4.839 2.226
C11 2.807 5.339 1.690
C12 3.515 4.644 0.694
C13 3.081 3.433 0.211
C14 1.905 2.908 0.745
N2 1.255 1.759 0.467
C15 -2.132 -1.338 0.955
O2 -2.949 -0.998 1.783
N3 -2.292 -2.534 0.283
C16 -1.474 -3.051 -0.673
S1 -1.847 -4.499 -1.359
H1 -1.245 -1.441 -4.733
H2 -1.622 -1.241 -2.960
H3 0.664 -2.855 -4.211
H4 1.501 -2.422 -1.871
H5 0.537 -3.917 -1.971
H6 -1.616 0.783 1.973
H7 -0.705 3.017 2.780
H8 1.106 5.373 2.991
H9 3.194 6.287 2.033
H10 4.422 5.079 0.303
H11 3.624 2.900 -0.554
H12 1.501 1.033 -0.201
H13 -3.108 -3.087 0.525

No. 2
Entry from the OMol25 dataset: a 2-piece molecular cluster, C16H13N5O6 overall in a non-equilibrium geometry (ωB97M-V with the def2-TZVPD basis set).

Computed properties:
Kohn-Sham gap: 5.172 eV
2S+1: 1
energy relative to the best compared isomer or geometry (same formula, charge and spin): 28.8 kJ/mol

Atoms and positions in Å:
N1 -0.941 -6.441 1.971
C1 -0.612 -5.405 1.540
C2 -0.163 -4.112 1.110
C3 1.173 -3.697 1.054
C4 1.515 -2.327 0.922
N2 2.906 -1.995 1.056
O1 3.706 -2.905 1.380
O2 3.285 -0.815 0.867
C5 0.532 -1.323 0.813
C6 -0.778 -1.770 0.695
N3 -1.973 -1.046 0.827
O3 -2.232 0.147 0.794
O4 -2.995 -1.996 1.134
N4 -2.476 -3.310 1.185
C7 -1.171 -3.128 0.879
H1 1.966 -4.431 1.184
H2 0.791 -0.274 0.933
C8 2.933 3.069 2.358
C9 1.745 3.352 1.485
O5 1.399 2.101 0.846
C10 0.359 2.288 -0.013
C11 0.073 1.125 -0.794
N5 -1.007 1.137 -1.654
C12 -1.566 2.313 -2.129
C13 -2.269 2.313 -3.321
C14 -2.690 1.113 -3.897
C15 -2.345 -0.079 -3.239
C16 -1.481 -0.060 -2.165
O6 -0.230 3.384 -0.047
H3 3.214 3.978 2.892
H4 2.698 2.276 3.072
H5 3.797 2.747 1.763
H6 0.895 3.714 2.075
H7 1.997 4.119 0.740
H8 0.836 0.341 -0.918
H9 -1.318 3.216 -1.591
H10 -2.478 3.276 -3.776
H11 -3.280 1.102 -4.812
H12 -2.721 -1.052 -3.560
H13 -1.094 -0.943 -1.658

No. 3
Entry from the OMol25 dataset: C16H14AlF13N5S as an isolated structure in a non-equilibrium geometry (ωB97M-V with the def2-TZVPD basis set).

Computed properties:
Kohn-Sham gap: 3.357 eV
2S+1: 1
net charge: +3

Atoms and positions in Å:
N1 2.332 -2.807 0.277
C1 2.950 -2.993 -1.054
N2 1.807 -3.075 -2.049
N3 3.546 -4.330 -1.043
C2 4.033 -1.862 -1.422
C3 3.724 -0.603 -0.541
C4 2.475 0.160 -0.817
C5 2.010 1.310 -0.085
C6 0.679 2.053 -0.373
C7 -0.436 1.151 -1.021
C8 -1.772 1.103 -0.171
F1 -1.330 0.929 1.141
F2 -2.462 0.019 -0.640
C9 -2.580 2.455 -0.188
F3 -2.282 3.076 -1.401
F4 -2.058 3.296 0.762
C10 -4.155 2.345 -0.143
F5 -4.596 3.654 -0.203
F6 -4.561 1.783 -1.317
C11 -4.794 1.747 1.160
F7 -4.181 2.258 2.283
F8 -6.082 2.232 1.219
C12 -4.901 0.193 1.299
F9 -3.765 -0.395 1.836
F10 -5.180 -0.492 0.153
C13 -6.073 -0.211 2.322
F11 -7.280 -0.255 1.727
F12 -6.044 0.496 3.465
F13 -5.790 -1.514 2.673
C14 2.926 1.804 1.056
C15 4.158 1.067 1.339
N4 5.106 1.334 2.312
S1 6.291 0.193 2.225
N5 5.758 -0.770 0.937
C16 4.626 -0.156 0.584
H1 3.012 -2.651 1.024
H2 1.575 -2.125 0.283
H3 0.920 -3.169 -1.529
H4 1.667 -2.222 -2.620
H5 3.340 -4.806 -1.924
H6 3.046 -4.842 -0.302
H7 5.079 -2.211 -1.283
H8 3.807 -1.565 -2.486
H9 1.813 -0.183 -1.641
H10 0.929 2.855 -1.131
H11 0.324 2.620 0.532
H12 -0.114 0.068 -1.068
H13 -0.638 1.428 -2.092
H14 2.699 2.696 1.686
Al1 0.446 -1.086 -3.752

No. 4
Entry from the OMol25 dataset: C16H14BBrF2N2O2Rh as an isolated structure (ωB97M-V with the def2-TZVPD basis set).

Computed properties:
Kohn-Sham gap (spin up / spin down): 7.390 / 4.694 eV
2S+1: 5
energy relative to the best compared isomer or geometry (same formula, charge and spin): 87.6 kJ/mol
net charge: +1

Atoms and positions in Å:
Rh1 0.071 -1.537 1.326
O1 -1.757 3.608 1.592
C1 -1.145 3.406 2.804
C2 -0.910 4.424 3.711
C3 -0.260 4.138 4.903
C4 0.155 2.846 5.186
C5 -0.086 1.831 4.272
C6 -0.738 2.104 3.080
C7 -1.052 1.029 2.064
O2 -0.638 -0.229 2.505
N1 -0.402 1.303 0.785
N2 0.199 0.309 0.142
C8 0.834 0.610 -1.046
C9 1.477 -0.300 -1.749
Br1 0.349 -3.314 -0.128
C10 2.112 -1.205 -2.435
C11 1.512 -2.115 -3.427
C12 0.142 -2.109 -3.689
C13 -0.394 -2.984 -4.616
C14 0.431 -3.878 -5.290
C15 1.793 -3.892 -5.032
C16 2.331 -3.014 -4.103
H1 -2.085 4.513 1.529
H2 -1.231 5.435 3.486
H3 -0.079 4.933 5.613
H4 0.660 2.627 6.116
H5 0.218 0.817 4.494
H6 -2.139 0.991 1.899
H7 -0.350 2.254 0.443
H8 0.775 1.644 -1.379
H9 3.177 -1.326 -2.242
H10 -0.501 -1.409 -3.168
H11 -1.457 -2.972 -4.819
H12 0.010 -4.562 -6.015
H13 2.438 -4.584 -5.556
H14 3.396 -3.022 -3.903
F1 -2.536 -1.354 0.040
B1 -1.890 -2.055 0.923
F2 -2.427 -2.958 1.686